[1]
Molecular formula: C5H7NO
Method: DFT, ωB97M-V with the def2-TZVPD basis set

Results
- ΔE to the lowest compared entry with this formula, charge and spin (kJ/mol) = 81.97
- structure (SMILES) = Cc1cocc1N
- total energy (Ha) = -324.69325
- highest occupied orbital energy (eV) = -8.1
- LUMO energy (eV) = 0.99
- spin multiplicity = 1
- HOMO-LUMO gap (hartree) = 0.33348

Structure (XYZ):
```
14
C5H7NO ωB97M-V with the def2-TZVPD basis set
C -1.71869 0.15467 0.65739
C -0.47240 -0.37997 0.01699
C -0.27073 -1.57303 -0.59791
O 1.00302 -1.70066 -1.02940
C 1.64511 -0.54420 -0.69978
C 0.79666 0.29914 -0.05681
N 1.05326 1.56361 0.50403
H -2.02420 -0.44762 1.51845
H -2.56288 0.18954 -0.03865
H -1.55099 1.17033 1.02747
H -0.92229 -2.41084 -0.80233
H 2.68623 -0.48371 -0.97856
H 0.36536 2.24982 0.21597
H 1.97254 1.91292 0.26313
```

***

[2]
Molecular formula: C5H7NO
Method: DFT, ωB97M-V with the def2-TZVPD basis set

Results
- ΔE to the lowest compared entry with this formula, charge and spin (kJ/mol) = 643.02
- total energy (Ha) = -324.47955
- highest occupied orbital energy (spin up / spin down) (eV) = -9.1 / -9.1
- LUMO energy (spin up / spin down) (eV) = -0.77 / -0.77
- spin multiplicity = 1
- HOMO-LUMO gap (spin up / spin down) (hartree) = 0.30521 / 0.30524

Structure (XYZ):
```
14
C5H7NO ωB97M-V with the def2-TZVPD basis set
O 2.44158 1.27673 -0.14737
C 1.64733 0.62449 -0.78437
C 0.39812 0.03716 -0.16384
C -0.82200 -0.54346 -0.88987
N -1.49491 -0.45325 0.45831
C -0.62737 0.76076 0.71802
C 0.65620 -1.20896 0.73357
H 1.82617 0.40426 -1.85844
H -1.36505 0.12162 -1.56985
H -0.70723 -1.54348 -1.31264
H -1.14713 1.62260 0.28444
H -0.32750 0.98490 1.74607
H 0.74334 -0.80099 1.76577
H -1.22154 -1.28237 1.02019
```

***

[3]
Molecular formula: C5H7NO
Method: DFT, ωB97M-V with the def2-TZVPD basis set

Results
- ΔE to the lowest compared entry with this formula, charge and spin (kJ/mol) = 410.04
- total energy (Ha) = -324.56829
- highest occupied orbital energy (spin up / spin down) (eV) = -8.2 / -8.3
- LUMO energy (spin up / spin down) (eV) = -0.45 / -0.58
- spin multiplicity = 1
- HOMO-LUMO gap (spin up / spin down) (hartree) = 0.28581 / 0.28216

Structure (XYZ):
```
14
C5H7NO ωB97M-V with the def2-TZVPD basis set
C 1.02245 1.47539 -0.92803
C 0.33949 -0.06899 0.97968
N -0.55521 -0.66382 1.78756
C 0.01695 -1.51238 0.66759
C -0.78127 -1.47118 -0.46986
C 0.06296 1.16455 0.19698
O -0.81233 1.93380 0.55927
H 0.47801 1.81749 -1.81166
H 1.64302 0.60973 -1.17438
H 1.67661 2.29293 -0.60425
H -1.53472 -0.35335 1.69430
H 0.67709 -2.32744 0.94066
H -1.56348 -0.72361 -0.54692
H -0.66958 -2.17311 -1.29094
```

***

[4]
Molecular formula: C5H7NO
Method: DFT, ωB97M-V with the def2-TZVPD basis set

Results
- ΔE to the lowest compared entry with this formula, charge and spin (kJ/mol) = 219.34
- structure (SMILES) = Cc1cocc1N
- total energy (Ha) = -324.64093
- highest occupied orbital energy (eV) = -8.5
- LUMO energy (eV) = 0.89
- spin multiplicity = 1
- HOMO-LUMO gap (hartree) = 0.34336

Structure (XYZ):
```
14
C5H7NO ωB97M-V with the def2-TZVPD basis set
C 1.07344 -0.89760 1.17283
C 0.57613 -0.19155 -0.04754
C 1.28216 0.09754 -1.18021
O 0.58659 0.78011 -2.09466
C -0.89315 0.88814 -1.46681
C -0.74678 0.29706 -0.27174
N -1.94590 0.35002 0.46929
H 1.73110 -1.72852 0.90365
H 0.23352 -1.30406 1.74376
H 1.63630 -0.23281 1.83935
H 2.31802 -0.24542 -1.34241
H -1.44564 1.83081 -1.54956
H -1.91853 0.85353 1.33720
H -2.48725 -0.49726 0.48685
```

***

[5]
Molecular formula: C5H7NO
Method: DFT, ωB97M-V with the def2-TZVPD basis set

Results
- ΔE to the lowest compared entry with this formula, charge and spin (kJ/mol) = 82.83
- structure (SMILES) = C[C@H]1C=CNC1=O
- total energy (Ha) = -324.69292
- highest occupied orbital energy (eV) = -9.0
- LUMO energy (eV) = 0.76
- spin multiplicity = 1
- HOMO-LUMO gap (hartree) = 0.35721

Structure (XYZ):
```
14
C5H7NO ωB97M-V with the def2-TZVPD basis set
C 1.14402 -0.69390 1.36733
C 0.13224 -0.41258 0.27718
C -1.05425 0.50797 0.47436
C -1.43894 0.94246 -0.72574
N -0.51322 0.59025 -1.75293
C 0.64066 0.08037 -1.06489
O 1.75064 0.05364 -1.52262
H 0.62782 -0.97503 2.29121
H 1.79844 0.15665 1.57099
H 1.76886 -1.53894 1.06217
H -0.30939 -1.38160 -0.02360
H -1.51863 0.73741 1.42517
H -2.28482 1.56846 -0.98760
H -0.85142 -0.10413 -2.41200
```

***

[6]
Molecular formula: C5H7NO
Method: DFT, ωB97M-V with the def2-TZVPD basis set

Results
- ΔE to the lowest compared entry with this formula, charge and spin (kJ/mol) = 279.28
- structure (SMILES) = C[C@@H]1OC=C=C1N
- total energy (Ha) = -324.61810
- highest occupied orbital energy (eV) = -7.8
- LUMO energy (eV) = 0.39
- spin multiplicity = 1
- HOMO-LUMO gap (hartree) = 0.30080

Structure (XYZ):
```
14
C5H7NO ωB97M-V with the def2-TZVPD basis set
C 0.84580 -0.58504 -1.39604
C 0.10325 0.39164 -0.50185
O 0.97785 1.37111 0.04000
C 0.54653 1.54397 1.32819
C -0.45383 0.75950 1.84772
C -0.65054 -0.06517 0.72629
N -1.50348 -1.09407 0.66245
H 0.15148 -1.29569 -1.86117
H 1.34823 -0.04755 -2.20735
H 1.60037 -1.13837 -0.83369
H -0.64979 0.93257 -1.08915
H 1.11472 2.34230 1.80454
H -2.01234 -1.29465 1.51149
H -1.41825 -1.82055 -0.03143
```